{
  "formula": "C14H22O3",
  "method": "wB97M-V/def2-TZVPD",
  "relative_energy_kcal_mol": 22.0,
  "smiles": "CCC(=O)[C@@H](C)C1=C(C)C(=O)[C@H](C)[C@H](CC)O1",
  "orbital_gap_ha": 0.340,
  "homo_energy_ev": -8.8,
  "species": ["C", "C", "C", "O", "C", "C", "C", "C", "C", "C", "O", "C", "C", "C", "C", "C", "O", "H", "H", "H", "H", "H", "H", "H", "H", "H", "H", "H", "H", "H", "H", "H", "H", "H", "H", "H", "H", "H", "H"],
  "positions_angstrom": [[-1.6259, 1.9334, -1.8201], [-0.2830, 2.1688, -2.5106], [0.7598, 1.0977, -2.1971], [1.1373, 0.4265, -3.1727], [1.5549, 1.0135, -0.9008], [1.5395, 2.2915, -0.0607], [1.0884, -0.1578, -0.0844], [1.7601, -1.3895, 0.0330], [3.0817, -1.6952, -0.7043], [1.0478, -2.4553, 0.7886], [1.6063, -3.5424, 0.9976], [-0.3801, -2.2635, 1.2883], [-1.3562, -2.7334, 0.2022], [-0.5548, -0.7822, 1.6144], [-1.9995, -0.3349, 1.9179], [-2.0219, 1.0589, 2.5077], [-0.1416, 0.0400, 0.5521], [-1.9983, 0.9256, -2.0402], [-2.3680, 2.6302, -2.2637], [-1.5678, 2.0954, -0.7359], [0.1427, 3.1265, -2.2399], [-0.4851, 2.1966, -3.5909], [2.6159, 0.8462, -1.2247], [0.5299, 2.5251, 0.2501], [1.9046, 3.0970, -0.6925], [2.2161, 2.1707, 0.7751], [3.2157, -2.7476, -0.8356], [3.1244, -1.2330, -1.7173], [3.9224, -1.2591, -0.1498], [-0.4994, -2.8856, 2.1480], [-1.3043, -2.0505, -0.6581], [-2.3860, -2.6933, 0.5266], [-1.0923, -3.7613, -0.1527], [0.0686, -0.5499, 2.5293], [-2.6658, -0.3926, 1.0451], [-2.4070, -1.0049, 2.6617], [-1.2666, 1.1750, 3.3104], [-3.0412, 1.3180, 2.8935], [-1.8715, 1.7955, 1.7103]],
  "atomic_forces_ev_per_a": [[-0.5, 0.5, -0.1], [-0.4, -0.5, 0.3], [0.9, -0.2, -3.6], [-0.6, 0.5, 2.2], [0.4, -0.1, 0.4], [-0.1, -0.1, -0.8], [0.2, -3.2, 1.1], [-1.4, 2.2, -0.7], [-0.6, 1.5, 0.0], [1.5, -1.8, 0.3], [-0.7, 1.4, -0.4], [0.2, 0.9, -1.3], [0.6, -0.3, -0.9], [-0.5, -0.3, 1.2], [0.4, -0.2, 0.2], [-0.9, 0.8, 0.0], [1.7, 1.0, -1.6], [0.2, 0.1, 0.2], [0.4, -0.3, 0.5], [-0.2, -0.2, -0.3], [0.0, 0.4, 0.2], [0.5, -0.3, 0.3], [-1.1, -0.2, 0.3], [-0.1, 0.1, 0.3], [0.1, 0.3, 0.1], [-0.1, 0.1, 0.3], [0.1, -0.6, 0.2], [-0.3, -0.3, 0.7], [0.0, -0.4, 0.0], [0.0, -0.2, 0.8], [0.1, -0.2, 0.1], [-0.2, -0.2, 0.3], [-0.3, 0.8, 0.4], [-0.4, -0.1, -0.8], [0.4, -0.1, 0.1], [-0.1, -0.5, 0.2], [-0.5, 0.1, -0.4], [0.9, -0.4, 0.0], [0.4, 0.0, 0.3]],
  "mulliken_charge": [-0.71, -0.67, 0.42, -0.62, 0.99, -1.88, -0.33, 0.70, -1.63, 0.01, -0.68, 0.35, -1.41, -0.05, -0.71, -1.14, -0.02, 0.27, 0.42, -0.06, 0.33, 0.35, 0.49, 0.28, 0.46, 0.46, 0.40, 0.35, 0.32, 0.55, 0.22, 0.37, 0.38, 0.20, 0.36, 0.40, 0.32, 0.37, 0.14]
}


{
  "formula": "C14H23B",
  "method": "wB97M-V/def2-TZVPD",
  "relative_energy_kcal_mol": 71.6,
  "smiles": "CCCCB(CC)CCc1ccccc1",
  "orbital_gap_ha": 0.333,
  "homo_energy_ev": -8.4,
  "species": ["C", "C", "C", "C", "B", "C", "C", "C", "C", "C", "C", "C", "C", "C", "C", "H", "H", "H", "H", "H", "H", "H", "H", "H", "H", "H", "H", "H", "H", "H", "H", "H", "H", "H", "H", "H", "H", "H"],
  "positions_angstrom": [[-0.8564, -0.3746, -4.1611], [-1.7064, -1.5333, -3.4440], [-2.2559, -1.1133, -1.9627], [-1.2790, -0.0289, -1.2975], [-1.5113, 0.2365, 0.2868], [-2.8328, -0.3722, 1.0734], [-2.4333, -1.4600, 2.1944], [-0.4798, 1.0701, 1.2589], [0.7040, 1.8318, 0.4819], [2.0947, 1.2475, 1.0648], [2.7228, 0.0102, 0.3709], [4.0416, -0.5627, 0.9714], [4.6387, 0.1256, 2.2376], [3.9907, 1.3786, 2.9196], [2.6809, 1.9594, 2.3170], [-0.7101, -0.5375, -5.2912], [0.2065, -0.2953, -3.7211], [-1.3295, 0.6616, -4.0117], [-2.5978, -1.7630, -4.1214], [-1.0189, -2.4401, -3.3380], [-3.2797, -0.5894, -2.1004], [-2.4166, -2.0536, -1.3290], [-1.2696, 0.9912, -1.8149], [-0.2032, -0.4543, -1.4020], [-3.6641, -0.7006, 0.3664], [-3.2556, 0.5374, 1.6580], [-2.3244, -2.5264, 1.7779], [-3.2239, -1.4608, 3.0398], [-1.4432, -1.1900, 2.7286], [-1.0617, 1.8099, 1.9335], [-0.0114, 0.2859, 1.9567], [0.6367, 2.9454, 0.7887], [0.6451, 1.8108, -0.6543], [2.1791, -0.4034, -0.5378], [4.4872, -1.4757, 0.4628], [5.5867, -0.3173, 2.6906], [4.4179, 1.8853, 3.8494], [2.1319, 2.8652, 2.7582]],
  "atomic_forces_ev_per_a": [[0.5, 0.4, 0.1], [0.1, 0.6, 0.1], [-0.1, 1.1, -1.2], [0.7, -0.9, 0.7], [-0.6, -0.3, 0.8], [0.2, 0.9, 0.5], [-0.1, 0.0, 0.6], [-0.1, 0.0, -0.6], [0.9, 0.4, 1.6], [1.5, -0.3, 0.2], [1.8, 2.1, 3.7], [-2.4, 3.2, 1.4], [-2.4, 1.0, -1.2], [-2.1, -1.4, -3.2], [2.0, -3.6, -1.7], [-0.4, 0.1, 1.7], [-1.7, -0.2, -0.6], [0.5, -1.6, -0.3], [1.3, 0.0, 1.0], [-1.1, 1.1, -0.3], [1.5, -1.0, 0.2], [0.4, 1.5, -0.8], [-0.1, -1.5, 0.4], [-1.4, 0.9, 0.2], [1.1, 0.1, 1.1], [0.5, -1.4, -0.9], [-0.2, 1.7, 0.6], [1.2, -0.2, -1.5], [-1.5, -0.4, -1.0], [0.9, -1.2, -1.0], [-0.7, 1.1, -0.9], [0.3, -1.7, -0.6], [0.1, -0.3, 1.5], [1.0, 0.5, 1.4], [-0.4, 1.4, 1.0], [-1.5, 0.8, -0.7], [-0.4, -1.0, -1.6], [1.0, -1.6, -0.7]],
  "mulliken_charge": [-0.87, -0.42, -0.65, -0.16, 0.35, -0.39, -0.90, -0.77, -0.58, 0.20, -0.15, -0.47, -0.35, -0.40, -0.36, 0.32, 0.18, 0.22, 0.34, 0.25, 0.27, 0.19, 0.30, -0.08, 0.33, 0.21, 0.25, 0.32, 0.20, 0.24, 0.34, 0.33, 0.34, 0.19, 0.31, 0.29, 0.30, 0.27]
}


{
  "formula": "C14H23BN2O3",
  "method": "wB97M-V/def2-TZVPD",
  "smiles": "CCOCBCCC(=O)O.c1cc[nH]c1.c1cc[nH]c1",
  "orbital_gap_ha": 0.313,
  "homo_energy_ev": -8.4,
  "species": ["C", "C", "O", "C", "B", "C", "C", "C", "O", "O", "H", "H", "H", "H", "H", "H", "H", "H", "H", "H", "H", "H", "H", "C", "C", "C", "N", "C", "H", "H", "H", "H", "H", "C", "C", "C", "N", "C", "H", "H", "H", "H", "H"],
  "positions_angstrom": [[-0.8057, -0.8303, -0.1453], [0.5495, -1.4038, 0.2675], [1.5774, -0.7183, -0.4302], [2.7855, -0.5845, 0.3102], [2.7618, 0.5494, 1.3922], [3.8450, 0.7422, 2.5022], [5.0637, -0.2209, 2.5479], [6.3182, 0.4690, 2.0774], [7.2505, 0.7671, 2.7669], [6.3419, 0.7299, 0.7147], [-1.0885, -0.0100, 0.5182], [-1.5728, -1.6080, -0.1460], [-0.6885, -0.4423, -1.1613], [0.6959, -1.2991, 1.3535], [0.6049, -2.4814, 0.0445], [3.5752, -0.3295, -0.4179], [3.0884, -1.5578, 0.7352], [1.8661, 1.3419, 1.3354], [3.3127, 0.7047, 3.4654], [4.1907, 1.7867, 2.4485], [5.2451, -0.5754, 3.5648], [4.9031, -1.0870, 1.9012], [5.6395, 1.3549, 0.4853], [-1.4500, 4.0295, -1.4994], [-2.3119, 3.4816, -2.4884], [-1.7592, 2.2974, -2.8994], [-0.6008, 2.1108, -2.1976], [-0.4034, 3.1592, -1.3435], [-1.5832, 4.9554, -0.9656], [-3.2296, 3.9087, -2.8562], [-2.0910, 1.5767, -3.6270], [0.0126, 1.3212, -2.2890], [0.4569, 3.1940, -0.6974], [-5.7040, -3.6308, -0.4270], [-5.1445, -3.0475, -1.5970], [-4.7462, -1.7792, -1.2691], [-5.0409, -1.5759, 0.0509], [-5.6262, -2.6974, 0.5717], [-6.1171, -4.6208, -0.3315], [-5.0471, -3.5067, -2.5662], [-4.2784, -1.0083, -1.8572], [-4.8595, -0.7294, 0.5573], [-5.9362, -2.7362, 1.6016]],
  "atomic_forces_ev_per_a": [[0.5, -0.1, 0.0], [-0.1, -0.1, 0.2], [0.0, 0.2, -0.1], [-0.1, -0.1, 0.1], [-0.1, 0.0, 0.0], [0.2, -0.1, -0.1], [-0.1, 0.1, 0.2], [0.3, 0.2, 0.1], [-0.3, -0.3, -0.3], [0.1, 0.3, 0.2], [-0.1, 0.0, -0.2], [0.0, 0.2, 0.1], [-0.3, -0.1, 0.1], [0.0, 0.0, -0.1], [0.1, 0.2, 0.0], [0.0, -0.1, 0.1], [0.0, 0.1, -0.1], [0.0, 0.0, 0.1], [0.0, 0.1, -0.2], [-0.1, 0.0, 0.2], [0.0, 0.1, -0.2], [0.0, 0.0, 0.1], [0.0, -0.3, 0.0], [0.0, 0.0, 0.0], [0.0, 0.0, 0.0], [0.0, 0.0, 0.0], [0.0, 0.0, 0.0], [0.0, 0.0, 0.0], [0.0, 0.0, 0.0], [0.0, 0.0, 0.0], [0.0, 0.0, 0.0], [0.0, 0.0, 0.0], [0.0, 0.0, 0.0], [0.0, 0.0, 0.0], [0.0, 0.0, 0.0], [0.0, 0.0, 0.0], [0.0, 0.0, 0.0], [0.0, 0.0, 0.0], [0.0, 0.0, 0.0], [0.0, 0.0, 0.0], [0.0, 0.0, 0.0], [0.0, 0.0, 0.0], [0.0, 0.0, 0.0]],
  "mulliken_charge": [-0.91, -0.14, -0.36, -0.66, 0.41, -0.94, -0.04, 0.32, -0.51, -0.49, 0.27, 0.35, 0.04, 0.25, 0.32, 0.26, 0.37, -0.15, 0.28, 0.44, 0.31, 0.23, 0.33, -0.49, -0.41, -0.54, 0.02, -0.43, 0.41, 0.41, 0.39, 0.25, 0.40, -0.39, -0.39, -0.59, 0.02, -0.52, 0.39, 0.40, 0.49, 0.21, 0.38]
}